[1]
The following is a quantum chemistry calculation of a cluster of 2 separate species, C4H11N3O2 in total at a distorted geometry, from OMol25.

Properties
- E_LUMO (Eh) = 0.0149
- orbital gap (eV) = 8.61
- ΔE to the lowest compared entry with this formula, charge and spin (kcal per mole) = 93.4

XYZ file:
```
20
C4H11N3O2 (ωB97M-V with the def2-TZVPD basis set)
C -0.8360 -1.4801 -3.3450
C 0.1653 -0.4251 -3.2158
O 1.4233 -0.8752 -3.3147
O 0.0126 0.7663 -2.9472
H -0.6499 -2.5648 -3.4704
H -1.4348 -1.2643 -4.3047
H -1.4861 -1.4632 -2.5452
C -1.2700 0.7745 1.4537
C 0.8668 0.7299 2.6457
N 1.5092 1.7577 2.9662
N 0.1547 0.2567 1.5386
N 0.8197 -0.2476 3.6634
H 1.8183 2.5590 2.4900
H 2.1619 -0.0629 -3.4611
H 0.4817 0.1583 0.6390
H 1.4986 -0.8974 3.6691
H -0.2568 -0.4736 3.6782
H -1.9885 0.5946 2.2482
H -1.6772 0.2988 0.4495
H -1.3128 1.8585 1.1625
```

[2]
The following is a quantum chemistry calculation of a cluster of 3 separate species, C4H11N3O2 in total at a distorted geometry, from OMol25.

Properties
- E_LUMO (Eh) = 0.0223
- orbital gap (eV) = 8.88
- ΔE to the lowest compared entry with this formula, charge and spin (kcal per mole) = 97.3

XYZ file:
```
20
C4H11N3O2 (ωB97M-V with the def2-TZVPD basis set)
C -3.8040 -0.3619 -0.2792
C -0.3727 -2.6158 -0.3977
C 0.3898 -1.5824 0.5399
C -0.6330 0.7460 0.6122
N 1.1070 0.1308 -0.9347
N 0.0894 -0.2047 0.1058
N -0.0003 3.9673 0.2640
O -4.4102 0.1328 -1.0871
O -3.2415 -0.9157 0.5735
H -1.3770 -2.4309 -0.3351
H -0.0087 -2.6499 -1.4362
H -0.0496 -3.4790 0.0823
H 0.1247 -1.7954 1.5466
H 1.4116 -1.6849 0.5545
H -1.2030 0.4401 1.4963
H 0.8991 0.9701 -1.3779
H 2.0132 0.0905 -0.6020
H -0.2700 2.9639 0.1511
H 0.7108 4.0855 1.0322
H -0.9250 4.4196 0.5023
```

[3]
The following is a quantum chemistry calculation of a cluster of 2 separate species, C4H11N3O2 in total at a distorted geometry, from OMol25.

Properties
- E_LUMO (Eh) = 0.0129
- orbital gap (eV) = 9.41
- ΔE to the lowest compared entry with this formula, charge and spin (kcal per mole) = 51.9

XYZ file:
```
20
C4H11N3O2 (ωB97M-V with the def2-TZVPD basis set)
C 1.0868 -0.8192 1.5844
C -1.0982 0.1266 1.5149
N -0.6414 0.8901 0.5466
N -0.1941 -0.5917 2.2318
N -2.4667 0.0081 1.8242
H 0.6794 0.5866 -0.2927
H -1.1909 1.1072 -0.2669
H -0.4727 -1.3469 2.8294
H -2.9145 0.1477 2.6974
H -3.0562 -0.3626 1.0870
H 1.0266 -1.3539 0.6467
H 1.7890 -1.3888 2.2093
H 1.6684 0.1181 1.5289
C 0.5103 -0.0973 -2.8404
C 1.4513 0.9980 -2.2419
O 1.2906 1.3114 -0.9771
O 2.0233 1.6456 -3.0890
H -0.0775 -0.6501 -2.1041
H 0.8354 -0.8245 -3.5408
H -0.2489 0.4953 -3.3477
```

[4]
The following is a quantum chemistry calculation of a cluster of 2 separate species, C4H11N3O2 in total at a distorted geometry, from OMol25.

Properties
- E_LUMO (Eh) = 0.0307
- orbital gap (eV) = 9.41
- ΔE to the lowest compared entry with this formula, charge and spin (kcal per mole) = 13.6

XYZ file:
```
20
C4H11N3O2 (ωB97M-V with the def2-TZVPD basis set)
C -0.8414 0.8566 -1.9032
C -1.6444 0.6266 0.3135
N -1.4111 0.3297 1.6313
N -0.7619 0.3399 -0.5480
N -2.8645 1.2527 -0.0186
H -2.1967 0.1979 2.1979
H -0.5358 -0.1582 1.7460
H 1.6008 0.9669 0.8434
H -3.3780 0.6962 -0.6848
H -3.3988 1.5768 0.7631
H -1.7670 0.5743 -2.4125
H 0.0184 0.4542 -2.4411
H -0.7437 1.9444 -1.9343
C 2.9476 -1.8050 -0.0035
C 2.0600 -0.8770 0.7908
O 1.2858 -1.2238 1.6438
O 2.2749 0.3993 0.4449
H 3.8974 -1.9386 0.5117
H 2.9874 -1.4326 -1.0182
H 2.4711 -2.7802 0.0778
```